No. 1
C45H81ClO29S | ωB97M-V/def2-TZVPD

```
157
C45H81ClO29S (ωB97M-V/def2-TZVPD)
C -3.599 -0.325 -1.161
C -2.451 -0.638 -0.252
O -2.608 -0.861 0.927
O -1.251 -0.679 -0.854
C -0.137 -0.458 0.033
C 1.051 -0.065 -0.822
C 2.109 0.842 -0.139
C 2.181 0.826 1.406
C 1.325 1.867 2.197
C 0.414 1.311 3.335
C 0.875 0.007 3.944
O 1.621 -0.079 4.852
Cl 0.166 -1.479 3.268
C 2.403 2.679 3.018
O 3.155 2.235 3.834
O 2.425 3.988 2.688
C 1.792 4.185 1.396
C 2.932 3.950 0.405
C 1.345 5.640 1.345
C 0.717 6.171 0.063
O -0.720 6.152 0.133
C -1.292 6.555 -1.053
C -1.412 5.524 -2.140
O -1.680 7.680 -1.192
C 0.697 3.104 1.493
O -0.175 3.700 2.493
S -0.376 2.838 0.042
H -4.262 -1.188 -1.125
H -4.170 0.509 -0.758
H -3.292 -0.112 -2.180
H 0.076 -1.383 0.564
H -0.415 0.290 0.765
H 1.498 -0.954 -1.265
H 0.647 0.500 -1.665
H 1.998 1.840 -0.548
H 3.079 0.484 -0.487
H 1.969 -0.196 1.714
H 3.223 0.977 1.678
H -0.610 1.211 2.972
H 0.374 2.008 4.167
H 3.359 2.960 0.521
H 3.718 4.660 0.660
H 2.655 4.110 -0.636
H 0.701 5.896 2.181
H 2.266 6.213 1.469
H 1.051 7.199 -0.081
H 1.046 5.599 -0.808
H -0.426 5.137 -2.396
H -1.811 6.003 -3.028
H -2.043 4.698 -1.823
H -1.074 3.392 2.339
H -1.322 3.742 0.320
C -5.755 -3.481 -6.426
C -4.800 -4.417 -5.717
O -3.428 -4.144 -6.050
C -2.904 -3.079 -5.445
O -3.460 -2.364 -4.654
O -1.647 -2.933 -5.867
C -0.979 -1.783 -5.339
H -5.583 -3.508 -7.503
H -6.786 -3.773 -6.227
H -5.617 -2.454 -6.092
H -4.970 -5.443 -6.041
H -4.932 -4.382 -4.636
H -1.029 -1.767 -4.252
H -1.417 -0.874 -5.746
H 0.057 -1.861 -5.655
C -1.347 -6.209 -6.483
C 0.063 -6.421 -6.987
O 0.982 -6.703 -5.918
C 0.934 -7.936 -5.422
O 0.222 -8.831 -5.795
O 1.821 -8.010 -4.427
C 1.830 -9.255 -3.724
H -1.356 -5.447 -5.714
H -1.998 -5.903 -7.297
H -1.744 -7.127 -6.047
H 0.438 -5.509 -7.448
H 0.111 -7.214 -7.734
H 1.955 -10.094 -4.404
H 0.912 -9.366 -3.150
H 2.672 -9.217 -3.040
C 5.183 4.278 4.681
C 6.192 3.200 4.991
O 7.474 3.466 4.387
C 8.220 4.377 4.999
O 7.946 4.967 6.012
O 9.352 4.522 4.303
C 10.226 5.529 4.815
H 5.100 4.425 3.604
H 4.210 4.002 5.070
H 5.477 5.232 5.121
H 5.866 2.254 4.565
H 6.314 3.057 6.064
H 10.429 5.371 5.870
H 9.795 6.517 4.665
H 11.155 5.457 4.256
C -8.007 4.411 -3.726
C -7.113 3.283 -4.192
O -6.650 2.477 -3.097
C -7.540 1.616 -2.606
O -8.663 1.447 -3.005
O -6.973 0.975 -1.584
C -7.844 0.069 -0.902
H -7.501 5.008 -2.966
H -8.267 5.057 -4.565
H -8.928 4.027 -3.290
H -6.211 3.682 -4.652
H -7.611 2.654 -4.929
H -8.301 -0.633 -1.595
H -8.615 0.624 -0.368
H -7.238 -0.476 -0.184
C -1.395 -8.458 2.104
C 0.088 -8.754 2.167
O 0.709 -8.665 0.875
C 0.937 -7.428 0.437
O 0.695 -6.408 1.027
O 1.484 -7.514 -0.776
C 1.716 -6.250 -1.410
H -1.880 -9.104 1.372
H -1.854 -8.622 3.079
H -1.575 -7.426 1.808
H 0.254 -9.779 2.491
H 0.599 -8.096 2.869
H 2.295 -5.594 -0.765
H 0.768 -5.781 -1.669
H 2.274 -6.461 -2.317
C 14.378 8.839 10.099
C 14.918 7.511 9.612
O 14.049 6.421 9.953
C 12.962 6.298 9.193
O 12.671 6.990 8.252
O 12.253 5.266 9.648
C 11.015 5.058 8.963
H 14.177 8.797 11.170
H 15.100 9.632 9.907
H 13.447 9.091 9.594
H 15.862 7.285 10.103
H 15.095 7.520 8.537
H 11.171 4.984 7.891
H 10.320 5.866 9.185
H 10.605 4.123 9.331
C -13.028 -2.275 -3.386
C -11.559 -2.114 -3.060
O -11.046 -3.243 -2.335
C -10.803 -4.331 -3.062
O -10.944 -4.439 -4.252
O -10.363 -5.286 -2.242
C -10.120 -6.543 -2.879
H -13.598 -2.474 -2.478
H -13.412 -1.369 -3.854
H -13.189 -3.109 -4.067
H -11.414 -1.256 -2.407
H -10.965 -1.945 -3.958
H -9.455 -6.426 -3.732
H -11.059 -6.992 -3.198
H -9.649 -7.176 -2.133
```

Properties
* total charge: 0
* lowest unoccupied orbital energy: 0.0013 Eh
* highest occupied orbital energy: -10.074 eV
* orbital gap: 10.110 eV

=====

No. 2
C17H33BrClO10PS2 | ωB97M-V/def2-TZVPD

```
65
C17H33BrClO10PS2 (ωB97M-V/def2-TZVPD)
C -1.370 -0.531 -3.615
O -1.653 -0.269 -2.243
C -2.836 0.486 -2.057
C -2.730 1.497 -0.870
C -2.365 0.783 0.471
O -1.960 1.760 1.480
P -1.523 0.998 2.860
O -2.544 -0.007 3.187
O -1.464 2.054 4.096
C -0.769 3.295 3.777
C 0.112 3.667 5.042
C -0.466 2.984 6.337
Br 0.589 3.595 7.903
O -0.099 0.202 2.594
C 0.836 0.320 3.662
C 2.208 -0.278 3.178
O 2.589 -1.323 3.496
Cl 3.144 0.785 2.047
H -0.260 -0.443 -3.730
H -1.810 0.202 -4.324
H -1.634 -1.562 -3.942
H -3.718 -0.185 -1.870
H -3.126 1.098 -2.946
H -2.051 2.347 -1.099
H -3.768 1.890 -0.735
H -3.282 0.239 0.787
H -1.539 0.059 0.310
H -0.164 3.251 2.847
H -1.517 4.112 3.686
H 1.147 3.271 4.918
H 0.094 4.756 5.250
H -0.330 1.886 6.314
H -1.523 3.254 6.514
H 1.055 1.360 3.981
H 0.562 -0.283 4.559
C 3.633 -5.196 2.253
C 3.910 -4.171 3.358
C 3.576 -4.839 4.696
S 3.832 -6.598 4.458
O 2.562 -7.269 4.574
O 4.990 -7.018 5.208
C 4.266 -6.500 2.726
H 4.042 -4.878 1.294
H 2.554 -5.326 2.133
H 4.968 -3.893 3.339
H 3.330 -3.259 3.219
H 4.224 -4.487 5.496
H 2.532 -4.686 4.970
H 3.891 -7.376 2.202
H 5.353 -6.457 2.658
C -1.501 3.634 -8.114
C -1.175 2.310 -8.813
C -1.069 1.232 -7.730
S -2.129 1.767 -6.386
O -1.306 2.054 -5.237
O -3.277 0.899 -6.308
C -2.619 3.317 -7.127
H -1.801 4.404 -8.824
H -0.619 3.994 -7.577
H -1.981 2.057 -9.507
H -0.254 2.376 -9.393
H -1.408 0.262 -8.089
H -0.053 1.150 -7.344
H -2.740 4.074 -6.355
H -3.566 3.153 -7.645
```

Properties
* total charge: 0
* relative energy (zero: lowest compared OMol25 entry of this formula, charge and spin): 0.0 kcal per mole
* lowest unoccupied orbital energy: 0.0078 Eh
* highest occupied orbital energy: -9.590 eV
* orbital gap: 9.803 eV

=====

No. 3
C28H34N3O20V | ωB97M-V/def2-TZVPD

```
86
C28H34N3O20V (ωB97M-V/def2-TZVPD)
O -24.713 21.935 -5.016
V -24.729 23.073 -3.866
O -23.608 22.745 -2.830
O -27.232 26.159 -3.713
C -26.432 25.095 -3.816
O -26.484 24.351 -4.816
O -25.571 24.863 -2.910
H -27.140 26.479 -2.796
C -32.005 22.619 -2.572
O -31.362 21.602 -2.556
N -31.602 23.787 -3.141
C -32.527 24.882 -3.325
C -30.302 23.923 -3.749
H -32.990 22.721 -2.087
H -32.805 25.000 -4.376
H -32.070 25.828 -3.006
H -33.421 24.811 -2.707
H -30.275 23.947 -4.842
H -29.876 24.869 -3.399
H -29.610 23.151 -3.423
C -23.874 25.239 -5.928
O -23.526 24.466 -5.026
N -23.146 26.275 -6.304
C -23.564 27.093 -7.440
C -21.818 26.520 -5.748
H -24.806 25.162 -6.497
H -24.632 26.962 -7.604
H -23.009 26.821 -8.334
H -23.452 28.138 -7.150
H -21.160 26.675 -6.606
H -21.822 27.386 -5.092
H -21.474 25.617 -5.254
C -23.546 29.173 -2.493
O -23.611 30.383 -2.442
N -23.537 28.334 -1.439
C -23.671 28.808 -0.072
C -23.424 26.912 -1.621
H -23.509 28.626 -3.455
H -22.771 28.503 0.473
H -24.534 28.350 0.407
H -23.688 29.893 -0.089
H -22.726 26.475 -0.896
H -24.352 26.376 -1.436
H -23.039 26.659 -2.608
C -31.204 28.755 -4.532
C -30.145 28.086 -4.999
C -28.895 28.768 -5.487
O -28.043 28.109 -6.038
C -28.833 30.204 -5.340
C -29.889 30.878 -4.885
C -31.186 30.206 -4.484
O -32.123 30.906 -4.178
O -29.877 32.188 -4.726
O -30.144 26.769 -5.052
H -32.036 28.228 -4.085
H -27.989 30.780 -5.697
H -30.708 32.472 -4.311
H -29.304 26.411 -5.391
C -30.051 25.649 -8.664
C -28.868 25.608 -8.052
C -27.592 26.083 -8.700
O -26.529 26.011 -8.131
C -27.739 26.658 -10.042
C -28.905 26.612 -10.688
C -30.183 26.206 -10.012
O -31.250 26.352 -10.577
O -29.011 26.947 -11.968
O -28.737 25.115 -6.830
H -30.933 25.287 -8.153
H -26.844 26.946 -10.578
H -29.952 26.892 -12.211
H -27.865 25.283 -6.422
C -27.748 26.885 1.196
C -27.807 26.532 2.479
C -26.879 25.476 3.044
O -26.930 25.227 4.223
C -26.081 24.730 2.073
C -26.090 25.035 0.770
C -26.826 26.253 0.267
O -26.723 26.589 -0.900
O -25.594 24.221 -0.156
O -28.661 27.091 3.330
H -28.412 27.646 0.805
H -25.679 23.806 2.472
H -25.725 24.642 -1.034
H -28.735 26.525 4.115
```

Properties
* total charge: 0
* lowest unoccupied orbital energy: -0.0661 Eh
* highest occupied orbital energy: -9.334 eV
* orbital gap: 7.535 eV

=====

No. 4
CH3NOS | ωB97M-V/def2-TZVPD

```
7
CH3NOS (ωB97M-V/def2-TZVPD)
C -1.200 0.441 0.042
H 1.922 -0.822 1.039
H -0.475 -1.247 -0.568
H -1.088 1.805 -0.052
N -0.099 -0.195 -0.294
O -2.228 -0.249 0.145
S 1.585 0.061 0.014
```

Properties
* total charge: 0
* relative energy (zero: lowest compared OMol25 entry of this formula, charge and spin): 56.0 kcal per mole
* lowest unoccupied orbital energy: 0.0169 Eh
* highest occupied orbital energy: -9.836 eV
* orbital gap: 10.295 eV

=====

No. 5
C5H35NO12 | ωB97M-V/def2-TZVPD

```
53
C5H35NO12 (ωB97M-V/def2-TZVPD)
C -3.134 0.914 1.746
C -2.575 1.632 0.513
C -1.067 1.264 0.308
C -0.212 2.265 0.138
N 1.182 2.047 0.166
C 2.036 3.143 0.636
H -3.356 -0.162 1.759
H -2.611 1.156 2.650
H -4.184 1.154 2.043
H -2.718 2.691 0.756
H -2.933 1.444 -0.498
H -0.898 0.203 0.155
H -0.372 3.352 0.170
H 1.457 1.183 0.617
H 2.444 3.570 -0.289
H 2.907 2.975 1.263
H 1.437 3.940 1.110
H -3.055 -2.955 -0.412
H -1.878 -3.442 0.471
O -2.829 -3.315 0.462
H -1.225 1.076 -1.671
H -0.812 1.321 -3.202
O -1.529 1.124 -2.591
H 3.663 -1.447 -1.332
H 2.323 -0.856 -1.500
O 3.227 -0.607 -1.155
H 0.514 3.008 4.047
H 1.009 1.504 3.880
O 1.240 2.434 3.817
H -2.002 -3.019 3.314
H -2.656 -2.122 2.308
O -1.818 -2.244 2.778
H 0.902 -2.344 -0.953
H 0.216 -1.848 -2.235
O 1.093 -1.876 -1.793
H 1.056 1.470 -2.207
H 1.756 2.442 -3.101
O 1.086 1.755 -3.138
H 1.544 -3.175 0.603
H 0.699 -2.372 1.484
O 0.609 -2.952 0.690
H 1.498 0.435 -3.998
H 1.712 -1.096 -4.117
O 1.562 -0.298 -4.662
H -1.721 -0.721 -3.202
H -0.410 -0.966 -4.013
O -1.055 -1.394 -3.409
H -0.583 0.477 2.256
H -0.823 -0.861 2.888
O -0.281 -0.048 3.012
H 2.125 -1.815 3.447
H 1.184 -0.646 2.711
O 1.777 -1.446 2.627
```

Properties
* total charge: 0
* relative energy (zero: lowest compared OMol25 entry of this formula, charge and spin): 71.7 kcal per mole
* lowest unoccupied orbital energy: 0.0066 Eh
* highest occupied orbital energy: -8.675 eV
* orbital gap: 8.855 eV

=====

No. 6
C6H39NO13 | ωB97M-V/def2-TZVPD

```
59
C6H39NO13 (ωB97M-V/def2-TZVPD)
C 0.556 -3.014 0.098
N -0.606 -2.127 0.104
C -1.438 -2.150 -1.074
C -1.653 -0.706 -1.659
C -0.748 0.185 -0.777
C -0.194 -0.697 0.361
C -0.728 -0.389 1.736
H 1.073 -3.052 -0.869
H 1.260 -2.683 0.856
H 0.214 -4.023 0.350
H -2.478 -2.433 -0.854
H -1.096 -2.801 -1.879
H -1.427 -0.847 -2.718
H -2.671 -0.336 -1.555
H -1.328 0.967 -0.300
H 0.014 0.626 -1.414
H 0.892 -0.603 0.252
H -0.034 -0.580 2.566
H -1.062 0.617 1.996
H -1.617 -0.944 2.014
H 4.135 0.261 -2.693
H 5.184 1.263 -3.035
O 4.263 1.232 -2.760
H -4.752 -1.712 0.355
H -5.042 -0.223 0.403
O -5.249 -1.021 -0.093
H 3.436 2.192 2.603
H 2.021 1.526 2.189
O 2.982 1.401 2.318
H -1.635 2.836 -3.207
H -2.910 2.576 -2.354
O -2.074 3.064 -2.383
H -4.527 0.549 -1.928
H -5.131 2.042 -2.200
O -4.379 1.461 -2.195
H -2.983 3.421 0.574
H -1.426 3.495 0.492
O -2.176 3.058 0.946
H -0.206 2.078 2.357
H 0.439 2.859 1.073
O 0.556 2.476 1.951
H 4.401 -3.105 1.591
H 3.028 -3.647 1.798
O 3.903 -3.927 1.514
H 2.076 -0.891 -3.181
H 1.964 -0.149 -1.892
O 2.554 -0.768 -2.350
H -0.900 -2.793 2.434
H -1.560 -3.950 3.112
O -1.231 -3.070 3.299
H -0.796 3.394 -1.236
H 0.727 2.968 -0.956
O -0.038 3.458 -0.620
H 3.282 -0.407 2.443
H 3.381 -0.934 3.803
O 3.560 -1.226 2.901
H 3.251 1.695 -1.393
H 2.547 1.740 0.015
O 2.395 1.768 -0.932
```

Properties
* total charge: 0
* relative energy (zero: lowest compared OMol25 entry of this formula, charge and spin): 71.0 kcal per mole
* lowest unoccupied orbital energy: 0.0007 Eh
* highest occupied orbital energy: -8.591 eV
* orbital gap: 8.611 eV

=====

No. 7
C6H5AsO6SSnTe4 | ωB97M-V/def2-TZVPD

```
24
C6H5AsO6SSnTe4 (ωB97M-V/def2-TZVPD)
Sn -0.463 -1.402 -2.079
O 2.698 1.330 -1.506
As 2.264 -0.114 -0.640
O 3.540 -0.889 -0.019
O 1.444 -1.074 -1.866
C 0.916 0.217 0.692
C 0.948 -0.754 1.692
C -0.008 -0.750 2.700
C -0.989 0.225 2.717
C -1.029 1.192 1.719
C -0.081 1.192 0.708
S -0.283 2.367 -0.627
O 0.718 3.377 -0.493
O -1.677 2.785 -0.568
O -0.105 1.474 -1.816
H 3.653 1.435 -1.382
H 1.741 -1.492 1.693
H 0.024 -1.510 3.471
H -1.738 0.233 3.498
H -1.801 1.948 1.703
Te -2.377 0.401 -2.025
Te -4.089 -1.826 -2.760
Te -3.021 -4.359 -2.490
Te -0.284 -4.007 -2.320
```

Properties
* total charge: 0
* lowest unoccupied orbital energy: -0.0847 Eh
* highest occupied orbital energy: -8.093 eV
* orbital gap: 5.789 eV

=====

Look up the total charge of the seventh one.
0

=====

Number 1 is which compound?
C45H81ClO29S